Record 1
The following is a DFT calculation (wB97M-V/def2-TZVPD) of a molecular structure, C4H6Br2S in a non-equilibrium geometry.

Structure (XYZ):
```
13
Properties=species:S:1:pos:R:3:nbo_charge:R:1
C -0.3733 2.2919 -1.0861 -0.4087
C 0.4981 1.3442 -0.9010 -0.2196
C 0.8180 -1.2081 -0.1128 -0.7322
C -2.2192 -0.4849 -0.8683 -0.4723
S 1.7155 0.2494 -0.8018 0.4366
Br -2.8908 1.0520 0.1121 0.0148
Br -2.9301 -2.0974 0.0225 0.0035
H -0.8567 3.0291 -0.4696 0.2332
H -0.9055 2.3613 -2.0442 0.2178
H 0.7147 -0.9741 1.0114 0.2461
H 1.3483 -2.1571 -0.3798 0.2426
H -0.0566 -1.0832 -0.7465 0.2559
H -2.7274 -0.3710 -1.8582 0.1821
```

Output
strongest force on any atom	0.042	Eh/bohr
Kohn-Sham gap (alpha / beta)	8.677 / 4.364	eV
HOMO level (alpha / beta)	-8.7 / -6.4	eV


Record 2
The following is a DFT calculation (wB97M-V/def2-TZVPD) of 2 unconnected molecules or ions with the total composition C4H6Br2S in a non-equilibrium geometry.

Structure (XYZ):
```
13
Properties=species:S:1:pos:R:3:mulliken_spin:R:1
C 0.8560 1.4553 0.0412 0.7304
C -0.6718 -1.3806 -1.4157 0.0178
C 1.1871 0.5123 0.9107 0.7825
C -0.9313 -1.4211 -0.1260 0.0281
S -0.3761 2.6631 0.2931 0.3339
Br 2.5316 -0.7635 0.5284 0.1026
Br -2.4274 -0.5609 0.6616 0.0057
H 1.3259 1.5474 -0.9240 0.0109
H 0.1939 -1.8790 -1.8166 -0.0076
H -0.7823 2.2380 1.4867 0.0004
H -1.3000 -0.8479 -2.1115 0.0039
H 0.7292 0.3946 1.8784 -0.0023
H -0.3350 -1.9577 0.5936 -0.0064
```

Output
strongest force on any atom	0.177	Eh/bohr
expectation value of S²	2.01
Kohn-Sham gap (alpha / beta)	5.806 / 7.336	eV
HOMO level (alpha / beta)	-5.2 / -9.6	eV
2S+1	3


Record 3
The following is a DFT calculation (wB97M-V/def2-TZVPD) of 2 unconnected molecules or ions with the total composition C4H6BrClO in a non-equilibrium geometry.

Structure (XYZ):
```
13
Properties=species:S:1:pos:R:3:mulliken_spin:R:1
C 1.8995 -2.2988 0.3961 0.6214
C -1.5406 1.4015 -0.1810 0.0664
C -0.7428 0.1471 0.2014 -0.0350
C 0.6597 0.2045 -0.2921 0.7741
O 1.1936 -3.1876 0.6951 0.2389
Cl 0.8826 0.1274 -2.0030 0.0929
Br 1.8264 1.4006 0.5983 0.0747
H 2.9875 -2.2283 0.3463 0.1384
H -1.5429 1.5342 -1.2606 -0.0020
H -2.5677 1.3041 0.1628 0.0021
H -1.1002 2.2861 0.2780 -0.0036
H -0.7277 0.0428 1.2898 0.0186
H -1.2274 -0.7336 -0.2311 0.0131
```

Output
strongest force on any atom	0.020	Eh/bohr
expectation value of S²	2.01
Kohn-Sham gap (alpha / beta)	8.073 / 9.909	eV
HOMO level (alpha / beta)	-7.4 / -10.7	eV
2S+1	3


Record 4
The following is a DFT calculation (wB97M-V/def2-TZVPD) of a single C4H6BrN molecule in a non-equilibrium geometry.

Structure (XYZ):
```
12
Properties=species:S:1:pos:R:3:nbo_charge:R:1
C 1.0635 0.1457 -1.7254 0.1549
C -0.3049 -1.1476 -0.4471 -0.3297
C -0.1873 0.3412 -0.0374 -0.1441
C -0.1031 0.5795 1.4824 -0.6126
N 0.7635 0.9663 -0.8070 -0.4320
Br -1.7692 -2.0149 -1.1383 0.1197
H 1.6111 0.2173 -2.6145 0.1779
H 0.4025 -1.8829 -0.0330 0.2083
H -1.1790 0.8167 -0.2408 0.2092
H -0.3885 -0.3680 2.0296 0.2126
H -0.7289 1.3527 1.7810 0.2136
H 0.8203 0.9939 1.7505 0.2221
```

Output
strongest force on any atom	0.092	Eh/bohr
Kohn-Sham gap (alpha / beta)	8.152 / 8.407	eV
HOMO level (alpha / beta)	-8.0 / -8.2	eV


Record 5
The following is a DFT calculation (wB97M-V/def2-TZVPD) of 2 unconnected molecules or ions with the total composition C4H6BrN in a non-equilibrium geometry.

Structure (XYZ):
```
12
Properties=species:S:1:pos:R:3:nbo_charge:R:1
C 1.4873 1.0365 0.5648 -0.2685
C 0.6124 0.2591 -0.1430 -0.1473
C -0.4598 0.9781 -0.6178 0.2435
C 0.6289 -1.2280 -0.1047 -0.6449
N -1.1025 1.7607 -1.1334 -0.3001
Br -3.1494 -0.7602 -0.4314 -0.1825
H 2.3769 0.5111 1.1251 0.1984
H 1.3813 2.0445 0.5815 0.2012
H 0.7839 -1.5836 0.9358 0.2362
H 1.4587 -1.7334 -0.6235 0.2355
H -0.3869 -1.4053 -0.6283 0.2358
H -3.6309 0.1207 0.4748 0.1926
```

Output
strongest force on any atom	0.102	Eh/bohr
SMILES	C=C(C)C#N.Br
Kohn-Sham gap	10.131	eV
HOMO level	-9.8	eV


Record 6
The following is a DFT calculation (wB97M-V/def2-TZVPD) of a single C4H6BrNO2 molecule in a non-equilibrium geometry.

Structure (XYZ):
```
14
Properties=species:S:1:pos:R:3:nbo_charge:R:1
C -0.0388 -0.4371 -0.3695 -0.3250
C -1.4048 0.0288 -0.4454 0.0431
C -0.2234 -1.5909 0.7805 -0.2135
C 1.0648 0.6141 0.1600 -0.5873
N -2.1594 0.7635 0.4763 0.4328
O -1.5810 1.2916 1.4548 -0.4255
O -3.3939 0.7648 0.2764 -0.3786
Br -1.0112 -3.1427 0.2970 0.1444
H 0.2856 -0.9229 -1.3121 0.2451
H -2.0645 -0.4306 -1.1339 0.2160
H -0.6261 -1.0881 1.6260 0.1916
H 0.8109 1.4505 -0.4224 0.2111
H 2.0712 0.3349 -0.0629 0.2170
H 0.9042 0.9429 1.1093 0.2288
```

Output
strongest force on any atom	0.079	Eh/bohr
Kohn-Sham gap (alpha / beta)	8.297 / 7.166	eV
HOMO level (alpha / beta)	-9.4 / -9.1	eV